# 1
Formula: C18H27ClN2STc
Source: OMol25
Level of theory: ωB97M-V with the def2-TZVPD basis set

Each line ends with the Löwdin charge.
Positions of all 50 atoms, in Å:
C: 5.3941 -2.3464 -1.3382  -0.967
C: 5.4190 -2.7011 -2.8295  -0.118
C: 6.6230 -1.5010 -0.9843  -0.119
C: 5.3887 -3.6303 -0.5003  -0.119
Cl: 3.9098 -1.4015 -0.9822  0.563
H: 7.5401 -2.0651 -1.1978  0.095
H: 6.6290 -1.2389 0.0792  0.080
H: 6.6506 -0.5782 -1.5735  0.080
H: 6.3238 -3.2777 -3.0619  0.096
H: 5.4264 -1.7991 -3.4506  0.080
H: 4.5519 -3.3107 -3.1055  0.080
H: 6.2932 -4.2165 -0.7087  0.096
H: 4.5213 -4.2551 -0.7388  0.080
H: 5.3746 -3.4038 0.5712  0.080
C: -0.9176 3.0717 -1.2157  -0.264
C: 0.2782 3.2299 -0.4061  -0.218
C: 1.3285 2.4648 -1.0296  -0.077
H: 0.4136 3.9953 0.3479  0.126
C: 0.7942 1.8101 -2.1623  -0.037
C: -0.5732 2.1725 -2.2998  -0.152
H: -1.2131 1.8764 -3.1272  0.121
H: -1.8293 3.6380 -1.0919  0.121
H: 2.3688 2.4363 -0.7092  0.133
H: 1.3426 1.1780 -2.8574  0.136
C: -1.2170 -0.0368 1.8539  -0.143
C: -1.4035 1.3958 2.0521  -0.240
C: -0.0742 1.9810 2.0592  -0.187
H: -2.3181 1.9159 2.2656  0.100
C: 0.8863 0.9088 1.9924  -0.066
C: 0.1887 -0.3128 1.8817  -0.039
H: 0.6313 -1.3037 1.8537  0.135
H: -2.0004 -0.7891 1.8286  0.113
H: 0.1414 3.0087 2.3175  0.127
H: 1.9656 1.0221 2.0552  0.136
Tc: -0.7031 1.3803 0.0595  1.225
S: -2.6261 0.6781 -0.9303  0.801
C: -3.9394 0.4034 0.2084  -0.658
N: -4.4015 -0.8477 0.2094  0.036
C: -5.6287 -1.2671 0.8796  -0.134
C: -6.4725 -0.0477 1.1622  -0.142
C: -5.6331 0.9841 1.8786  -0.132
N: -4.4909 1.3196 1.0219  0.052
H: -3.8523 -1.5064 -0.3273  0.140
H: -5.3433 -1.7929 1.7968  0.138
H: -6.1218 -1.9854 0.2221  0.143
H: -7.3329 -0.3276 1.7670  0.139
H: -6.8388 0.3707 0.2162  0.140
H: -5.2685 0.5881 2.8353  0.139
H: -6.1776 1.9063 2.0898  0.142
H: -4.0078 2.2069 1.1232  0.140

Results
Charge: +2
⟨S²⟩: 3.780
2S+1: 4
Orbital gap (alpha / beta), eV: 6.524 / 5.907
E_tot, eV: -47624.1810
ΔE to the lowest compared entry with this formula, charge and spin, eV: 0.223

# 2
Formula: C28H31Cl3NOPW
Source: OMol25
Level of theory: ωB97M-V with the def2-TZVPD basis set

Each line ends with the Löwdin charge.
Positions of all 66 atoms, in Å:
C: -0.8615 0.3831 -3.6772  -0.348
C: -1.6618 -0.7833 -3.7436  -0.333
C: -0.8904 -1.8870 -3.2985  -0.368
C: -3.0516 -0.8510 -4.2486  -0.086
C: 0.3866 -1.3926 -2.8612  -0.425
C: 0.4003 0.0295 -3.0889  -0.402
C: 1.6150 0.8835 -3.0433  -0.067
C: -1.2015 1.6640 -4.3414  -0.079
C: -1.2507 -3.3049 -3.5509  -0.087
C: 1.5954 -2.2276 -2.6104  -0.067
W: -0.8992 -0.4378 -1.3328  0.798
Cl: -3.2989 -0.3967 -0.9693  -0.147
Cl: -1.3094 1.9314 -1.1729  0.060
Cl: -1.2678 -2.6328 -0.4046  -0.046
H: -3.5914 0.0752 -4.0372  0.066
H: -3.5989 -1.6724 -3.7790  0.063
H: -3.0616 -1.0121 -5.3346  0.077
H: -2.2016 -3.5601 -3.0711  0.062
H: -0.4845 -3.9952 -3.1881  0.064
H: -1.3673 -3.4722 -4.6322  0.080
H: 1.3589 -3.0649 -1.9474  0.054
H: 2.3834 -1.6261 -2.1470  0.065
H: 1.9804 -2.6329 -3.5622  0.079
H: 2.4086 0.3736 -2.4913  0.066
H: 1.4398 1.8454 -2.5437  0.031
H: 1.9717 1.1042 -4.0660  0.083
H: -2.1498 2.0560 -3.9592  0.059
H: -1.3179 1.5036 -5.4230  0.080
H: -0.4254 2.4213 -4.1947  0.079
O: 2.6314 3.4141 -1.6111  -0.563
H: 3.4902 3.6322 -2.0288  -0.187
N: 0.3718 -0.2297 -0.0059  -0.480
P: 0.4685 0.0644 1.5885  0.805
C: 1.8424 1.1132 2.0836  -0.270
C: 2.1519 2.2418 1.3119  -0.075
C: 3.0742 3.1786 1.7735  -0.070
C: 3.7084 3.0049 3.0096  -0.105
C: 3.4692 1.8387 3.7437  -0.119
C: 2.5550 0.8904 3.2822  -0.089
C: -1.0529 0.9245 2.0781  -0.316
C: -2.2102 0.1742 2.3449  -0.122
C: -3.4305 0.8207 2.5503  -0.110
C: -3.5404 2.1963 2.3418  -0.103
C: -2.3857 2.9403 2.0933  -0.113
C: -1.1330 2.3302 2.0652  -0.112
C: 0.5188 -1.3535 2.6856  -0.308
C: 1.1222 -2.5706 2.3202  -0.080
C: 1.1292 -3.6358 3.2175  -0.096
C: 0.5544 -3.5158 4.4882  -0.107
C: 0.0063 -2.2903 4.8791  -0.099
C: 0.0247 -1.2112 3.9978  -0.111
H: 1.6796 2.3832 0.3388  0.086
H: 3.2945 4.0324 1.1397  0.094
H: 4.4121 3.7525 3.3761  0.087
H: 4.0064 1.6670 4.6791  0.086
H: 2.3804 -0.0245 3.8466  0.087
H: -2.1665 -0.9162 2.3983  0.104
H: -4.2974 0.2299 2.8500  0.095
H: -4.5180 2.6847 2.3703  0.092
H: -2.4374 4.0109 1.9092  0.097
H: -0.2350 2.9484 1.9881  0.100
H: 1.5728 -2.6780 1.3324  0.102
H: 1.5816 -4.5783 2.9096  0.095
H: 0.5201 -4.3709 5.1652  0.089
H: -0.4366 -2.1697 5.8704  0.094
H: -0.3715 -0.2506 4.3372  0.112

Results
Charge: -2
⟨S²⟩: 2.011
2S+1: 3
Orbital gap (alpha / beta), eV: 3.966 / 5.160
E_tot, eV: -81761.1174

# 3
Formula: C35H51BCuN7S4Si
Source: OMol25
Level of theory: ωB97M-V with the def2-TZVPD basis set

Each line ends with the Löwdin charge.
Positions of all 100 atoms, in Å:
Cu: -1.3025 -1.7109 0.0391  -0.144
C: -4.6702 1.9734 -1.5684  -0.045
C: -3.1817 1.9302 -1.6594  -0.226
C: -2.4402 2.7942 -2.4065  0.081
C: -1.0232 2.6984 -2.4529  -0.190
N: -0.3943 1.8021 -1.7466  0.209
N: -1.1216 0.9620 -1.0112  0.005
B: -0.3957 0.1040 0.0279  -0.728
N: 1.0877 -0.0586 -0.3409  0.003
N: 1.9156 0.8604 0.1539  0.207
C: 3.1581 0.8452 -0.2399  -0.190
C: 3.6131 -0.1225 -1.1747  0.082
C: 2.7648 -1.0617 -1.6781  -0.219
C: 3.1703 -2.1104 -2.6590  -0.042
C: 1.4209 -1.0121 -1.2128  -0.548
S: 0.1917 -2.1050 -1.6954  0.810
C: 4.0904 1.9023 0.3279  -0.547
C: 4.6780 2.7184 -0.8307  -0.031
C: 5.2187 1.2016 1.0961  -0.033
C: 3.3358 2.8371 1.2726  -0.061
N: -0.5194 0.7413 1.4172  -0.014
N: -0.6858 2.0638 1.4832  0.206
C: -0.6275 2.6253 2.6552  -0.195
C: -0.3757 1.8521 3.8238  0.077
C: -0.2139 0.5038 3.7534  -0.225
C: 0.0397 -0.3703 4.9350  -0.046
C: -0.3182 -0.0783 2.4551  -0.576
S: -0.2100 -1.7389 2.1059  0.830
C: -0.8354 4.1271 2.7368  -0.547
C: 0.4008 4.7660 3.3852  -0.030
C: -1.0331 4.7224 1.3444  -0.055
C: -2.0764 4.4076 3.5946  -0.033
C: -2.4580 0.9318 -0.9500  -0.562
S: -3.1517 -0.3102 -0.0083  0.862
C: -0.1820 3.6624 -3.2735  -0.545
C: -0.8265 3.8972 -4.6448  -0.043
C: 1.2315 3.1119 -3.4676  -0.050
C: -0.1115 4.9884 -2.5018  -0.030
H: -5.0743 2.7943 -2.1568  0.088
H: -4.9801 2.0934 -0.5287  0.090
H: -5.1002 1.0340 -1.9191  0.089
H: -2.9366 3.5628 -2.9843  0.128
H: 4.6504 -0.1130 -1.4843  0.129
H: 4.2360 -2.0559 -2.8705  0.089
H: 2.6157 -1.9910 -3.5915  0.093
H: 2.9284 -3.1023 -2.2739  0.085
H: 5.2673 2.1006 -1.5102  0.083
H: 5.3375 3.4919 -0.4353  0.094
H: 3.8898 3.2061 -1.4072  0.079
H: 5.8021 0.5412 0.4522  0.082
H: 4.8207 0.6097 1.9222  0.094
H: 5.9010 1.9464 1.5078  0.093
H: 2.5181 3.3446 0.7580  0.075
H: 4.0252 3.5892 1.6592  0.093
H: 2.9110 2.2905 2.1158  0.082
H: -0.3243 2.3497 4.7838  0.128
H: 0.0705 0.2114 5.8538  0.087
H: 0.9864 -0.9007 4.8168  0.091
H: -0.7377 -1.1316 5.0151  0.088
H: 1.3029 4.5422 2.8128  0.077
H: 0.5507 4.4247 4.4107  0.083
H: 0.2778 5.8493 3.4162  0.093
H: -0.1624 4.5412 0.7133  0.065
H: -1.1811 5.7998 1.4313  0.094
H: -1.9018 4.2917 0.8446  0.081
H: -1.9804 3.9920 4.5991  0.082
H: -2.9717 3.9850 3.1354  0.093
H: -2.2195 5.4843 3.6955  0.093
H: -1.0287 2.9556 -5.1587  0.096
H: -0.1478 4.4795 -5.2685  0.092
H: -1.7581 4.4603 -4.5736  0.079
H: 1.2167 2.1742 -4.0263  0.091
H: 1.7192 2.9283 -2.5110  0.057
H: 1.8244 3.8352 -4.0289  0.092
H: -1.1077 5.3824 -2.2886  0.089
H: 0.4263 5.7330 -3.0907  0.094
H: 0.4129 4.8537 -1.5543  0.074
C: 0.8788 -7.7230 -0.0416  -0.219
Si: -0.9895 -7.7524 -0.0615  0.518
C: -1.5712 -8.6301 -1.6097  -0.170
C: -1.6081 -8.6483 1.4645  -0.169
C: -1.8670 -6.0557 -0.0463  -0.230
C: -3.2582 -6.1383 -0.0698  -0.072
C: -4.0538 -5.0043 -0.1009  -0.034
C: -3.4278 -3.7771 -0.0858  -0.120
N: -2.0992 -3.6499 -0.0082  -0.047
C: -1.3339 -4.7557 0.0011  -0.688
S: 0.3934 -4.5216 0.1212  0.752
H: 1.2139 -8.7646 -0.0608  0.039
H: 1.2905 -7.2640 0.8581  0.020
H: 1.3012 -7.2179 -0.9092  0.019
H: -1.1836 -9.6514 -1.6183  0.038
H: -1.2100 -8.1297 -2.5102  0.038
H: -2.6588 -8.6907 -1.6761  0.030
H: -1.1948 -9.6586 1.4975  0.038
H: -2.6959 -8.7355 1.4801  0.030
H: -1.3022 -8.1321 2.3766  0.038
H: -3.7363 -7.1117 -0.0897  0.105
H: -5.1317 -5.0649 -0.1434  0.113
H: -3.9968 -2.8581 -0.1343  0.069

Results
Charge: +1
⟨S²⟩: 0.756
2S+1: 2
Orbital gap (alpha / beta), eV: 7.423 / 6.335
E_tot, eV: -144087.8192

# 4
Formula: C10H10Cl2Si
Source: OMol25
Level of theory: ωB97M-V with the def2-TZVPD basis set

Each line ends with the Löwdin charge.
Positions of all 23 atoms, in Å:
C: -1.9539 0.8107 -2.0651  -0.103
C: -2.4815 1.1339 -0.7704  -0.111
C: -0.9165 -0.0514 -2.1750  -0.041
C: -2.2337 0.2954 0.2804  -0.113
C: -0.6121 -0.8546 -1.0603  -0.201
C: -1.1937 -0.5779 0.1697  -0.303
C: 0.3975 -1.8146 -0.8124  -0.016
C: 0.4520 -2.0643 0.5364  -0.103
C: -0.6039 -1.3818 1.1962  -0.038
C: 2.1860 1.1532 0.8501  -0.221
Si: 0.6278 1.2832 2.1162  -0.112
Cl: 1.3458 1.2412 4.0180  0.259
Cl: -0.5348 2.8563 1.6407  0.319
H: -2.3866 1.2985 -2.9828  0.116
H: -3.3984 1.8498 -0.8620  0.133
H: -0.4799 -0.2715 -3.1353  0.108
H: -2.7367 0.5165 1.2485  0.127
H: 1.0983 -2.1983 -1.4974  0.101
H: 1.1308 -2.7119 1.0153  0.088
H: -0.9216 -1.4710 2.2197  0.098
H: 1.7943 0.9888 -0.1144  -0.009
H: 2.8514 1.9484 0.7688  -0.011
H: 2.6607 0.2480 1.3273  0.033

Results
Charge: 0
Orbital gap (alpha / beta), eV: 6.076 / 6.924
E_tot, eV: -43454.4060
ΔE to the lowest compared entry with this formula, charge and spin, eV: 2.262

# 5
Formula: C4H7N2O
Source: OMol25
Level of theory: ωB97M-V with the def2-TZVPD basis set

Each line ends with the Löwdin charge.
Positions of all 14 atoms, in Å:
C: -1.6011 0.1284 0.8936  -0.034
C: -0.2364 -1.5397 0.2323  0.104
C: 0.3195 -0.2567 -0.2370  -0.310
C: 1.8102 1.2596 -1.1610  -0.095
N: -1.2834 -1.3413 0.9186  0.143
N: 1.4640 -0.0584 -0.8404  0.096
O: -0.5579 0.7541 0.0539  0.014
H: -2.6376 0.2951 0.5864  0.147
H: -1.3386 0.5529 2.0013  0.204
H: 0.2748 -2.5295 0.1996  0.188
H: 2.8315 1.3659 -0.9442  0.079
H: 1.1482 2.1580 -0.8353  0.135
H: 1.8073 1.1354 -2.2518  0.117
H: -2.0003 -1.9238 1.3838  0.211

Results
Charge: +1
SMILES: C/N=C1/C=[NH+]CO1
Orbital gap, eV: 8.435
E_tot, eV: -9280.0273
ΔE to the lowest compared entry with this formula, charge and spin, eV: 2.763

# 6
Formula: C5H14N2O2
Source: OMol25
Level of theory: ωB97M-V with the def2-TZVPD basis set

Each line ends with the Löwdin charge.
Positions of all 23 atoms, in Å:
C: 1.5422 -0.4865 -0.0699  -0.540
C: -0.3982 0.7483 0.3538  -0.240
C: -0.8522 -0.5566 0.2487  -0.265
C: 2.6077 0.4685 0.3937  -0.055
C: -2.8382 0.3796 0.8790  -0.064
N: -0.4044 1.6379 -0.6847  0.112
N: -1.1244 -1.1500 -0.9884  0.078
O: 1.5783 -0.5697 -1.4646  -0.031
O: 1.6537 -1.7529 0.5308  -0.027
H: 0.7934 -1.0925 -1.7128  0.069
H: 2.4966 -2.1607 0.2605  0.102
H: -0.2329 1.1356 1.3468  0.139
H: -0.7450 -1.2045 1.1021  0.130
H: -0.1155 1.2579 -1.5775  0.096
H: 0.0071 2.5375 -0.4976  0.099
H: -1.5042 -2.0813 -0.8984  0.107
H: -1.7343 -0.5786 -1.5622  0.102
H: 3.6056 0.1107 0.0925  0.082
H: 2.4681 1.4561 -0.0470  0.069
H: 2.5957 0.5483 1.4804  0.079
H: -3.2183 0.8460 -0.0280  -0.013
H: -2.8392 1.0626 1.7257  -0.012
H: -3.3416 -0.5560 1.1172  -0.017

Results
Charge: 0
Orbital gap (alpha / beta), eV: 6.660 / 6.650
E_tot, eV: -12482.5582
ΔE to the lowest compared entry with this formula, charge and spin, eV: 5.770